Entry 1:
Below is a structure of composition C8H14N3O2S at a distorted geometry, with properties calculated with the ωB97M-V functional and the def2-TZVPD basis.

Computed properties:
- LUMO energy (hartree) = -0.1133
- total charge = +1
- ΔE to the lowest compared entry with this formula, charge and spin (kcal/mol) = 9.8
- HOMO level (eV) = -12.06
- gap between HOMO and LUMO (eV) = 8.981

```
28
Properties=species:S:1:pos:R:3:forces:R:3
C -1.1350 -2.3748 0.1776 -0.9 -3.5 0.3
C -0.4477 -0.4470 0.9245 1.8 2.5 -1.1
C -1.5272 -0.2530 0.1241 -1.9 1.2 0.2
C 1.3160 1.2930 -0.1267 1.1 0.6 -4.5
C 0.9319 -2.4257 1.6484 -1.5 -0.3 -1.1
C 2.7979 0.5648 -1.9388 0.7 2.4 -0.9
C -2.8526 1.4382 -1.7170 1.3 0.9 0.7
C 0.8968 1.0174 1.2254 -0.8 -3.2 3.4
N -2.0372 -1.5183 -0.2818 1.8 1.2 0.9
N -0.2022 -1.7890 0.8821 1.3 -1.1 0.3
N 0.4291 2.1046 1.8759 -1.2 0.3 3.1
O 0.7375 2.0945 -0.8354 0.3 -0.7 1.0
O 2.4071 0.6019 -0.5660 -0.7 -0.7 1.8
S -2.3082 1.3402 -0.0002 0.1 -1.3 0.2
H -1.2794 -3.4868 0.1715 0.3 1.3 -0.3
H 0.8243 -1.8599 2.5325 1.0 0.4 1.2
H 0.7469 -3.4689 1.8727 -0.5 -0.1 -0.1
H 1.8692 -2.4229 1.1085 0.1 0.8 0.0
H 2.9298 -0.5089 -2.2752 -1.0 1.5 0.1
H 3.8168 1.0206 -2.0141 -0.5 -0.6 0.4
H 2.2021 1.4188 -2.4670 0.4 -2.5 0.2
H -2.8734 2.5370 -1.7811 -0.9 -0.5 -0.6
H -3.7226 0.8486 -1.8632 -1.1 0.2 -0.2
H -2.0933 1.1213 -2.4010 0.7 -0.2 -0.3
H 1.5243 0.4901 2.0084 -0.1 0.2 -2.0
H -2.8913 -1.8133 -0.7209 -0.2 0.4 -0.2
H 0.3336 1.9138 2.9295 0.1 0.7 -2.3
H -0.3930 2.5638 1.5074 0.2 0.2 -0.3
```
Positions in Å, forces in eV/Å.

Atom charges from the natural (NBO) analysis, given in e for atoms 1 to 5: 0.258 0.031 -0.066 0.728 -0.395

---

Entry 2:
Below is a structure of composition C9H15CuSe2, with properties calculated with the ωB97M-V functional and the def2-TZVPD basis.

Computed properties:
- LUMO energy (hartree) = 0.0153
- total charge = 0
- ΔE to the lowest compared entry with this formula, charge and spin (kcal/mol) = 1.9
- HOMO level (eV) = -7.32
- gap between HOMO and LUMO (eV) = 7.739

```
27
Properties=species:S:1:pos:R:3:forces:R:3
Cu 0.1759 -1.3210 -0.0023 -0.5 0.3 -0.3
C 1.7975 -2.7819 -0.3098 0.2 0.0 -0.1
C 0.6889 -3.4918 0.2036 -0.1 -0.3 -0.1
C 0.3725 -2.9598 1.4738 -0.1 -0.2 0.3
C 1.2862 -1.9140 1.7523 0.2 0.1 0.2
C 2.1686 -1.8002 0.6432 0.3 0.0 0.1
H 2.3100 -2.9891 -1.2358 0.0 0.0 0.0
H 0.2067 -4.3346 -0.2673 0.0 0.0 0.0
H -0.3811 -3.3354 2.1487 -0.1 0.0 0.0
H 1.3645 -1.3688 2.6797 0.0 0.1 0.0
H 3.0247 -1.1470 0.5828 0.0 0.1 0.0
C 1.6073 3.5684 -1.2943 0.0 0.2 -0.1
Se 1.4442 1.8456 -0.4126 0.1 -0.1 0.0
C -0.3985 2.0971 0.1627 -0.1 0.1 0.1
C -1.4131 1.7085 -0.9005 0.1 0.0 0.2
Se -1.5834 -0.2316 -1.0785 0.0 -0.2 -0.2
C -3.0648 -0.4578 0.1621 0.1 0.0 0.1
H 1.5170 4.3851 -0.5809 0.0 0.0 0.0
H 0.8570 3.6753 -2.0756 0.0 0.0 0.0
H 2.5898 3.6126 -1.7586 0.0 -0.1 0.0
H -0.5119 3.1416 0.4599 0.0 0.0 -0.1
H -0.5256 1.4875 1.0579 0.0 0.0 0.0
H -1.1381 2.0836 -1.8844 0.0 0.0 0.0
H -2.4129 2.0785 -0.6688 0.0 0.0 0.0
H -3.9298 0.0821 -0.2133 0.0 0.0 0.0
H -2.7771 -0.1096 1.1508 0.0 0.0 0.0
H -3.2745 -1.5234 0.2051 0.0 0.0 0.0
```
Positions in Å, forces in eV/Å.

Atom charges from the natural (NBO) analysis, given in e for atoms 1 to 5: 0.748 -0.399 -0.393 -0.403 -0.415

---

Entry 3:
Below is a cluster of 7 separate species, C58H125N7O7 in total at a distorted geometry, with properties calculated with the ωB97M-V functional and the def2-TZVPD basis.

Computed properties:
- LUMO energy (hartree) = 0.0168
- total charge = 0
- ΔE to the lowest compared entry with this formula, charge and spin (kcal/mol) = 121.8
- HOMO level (eV) = -7.94
- gap between HOMO and LUMO (eV) = 8.395

```
197
Properties=species:S:1:pos:R:3:forces:R:3
C -1.8153 4.1761 -6.6516 0.2 0.4 -1.9
C -0.3116 4.5105 -6.8018 0.1 1.3 2.9
C -0.0422 5.9313 -7.3531 0.0 -0.1 -0.2
C 0.2669 4.6460 -5.3223 0.7 -0.8 0.1
C 0.4348 3.3123 -4.6604 -0.6 -2.4 -0.8
C 1.2539 2.3519 -5.6318 -0.2 2.0 1.0
C 0.7004 2.2318 -7.0617 -1.6 -2.8 2.1
C 1.8072 1.5512 -7.8534 0.4 0.7 -0.8
C -0.5502 1.1733 -6.9828 0.4 1.0 -0.9
N 0.4178 3.5411 -7.5478 1.3 -0.4 -0.6
O 0.0005 3.4403 -8.9128 -0.1 0.5 0.4
H -2.0857 3.1453 -6.4227 0.4 0.3 1.0
H -2.3435 4.9687 -6.1216 -0.1 -0.4 0.3
H -2.1637 4.1898 -7.6844 -0.4 0.4 -0.3
H 0.0128 6.6847 -6.5673 -1.1 0.0 0.2
H 0.9929 6.0598 -7.6693 0.1 -0.7 -0.7
H -0.7365 6.1835 -8.1546 0.1 0.3 0.0
H 1.2651 5.0686 -5.2080 0.2 0.5 -1.0
H -0.3463 5.3045 -4.7069 -0.4 0.0 -0.3
H 0.8667 3.3103 -3.6597 0.5 0.4 -0.1
H -0.5439 2.8690 -4.4769 -0.3 -0.2 -0.1
H 1.4942 1.3984 -5.1614 -0.2 0.0 -0.2
H 2.1834 2.9116 -5.7363 0.5 -0.2 0.0
H 2.6506 2.2400 -7.8052 0.4 -0.2 0.1
H 1.6183 1.4395 -8.9211 -0.5 -0.1 0.0
H 2.0852 0.5714 -7.4652 -0.1 0.2 0.2
H -0.2100 0.1625 -7.2078 0.2 0.0 0.2
H -1.2716 1.3945 -7.7695 0.0 0.1 -0.2
H -1.1362 1.1542 -6.0639 0.4 0.2 0.3
H 0.7983 3.7933 -9.3134 -0.1 0.0 -0.6
C -1.1341 -0.3685 -2.4725 1.4 -0.2 -2.1
C -0.9871 0.0830 -1.0746 0.1 1.0 1.5
C -0.7232 1.6804 -1.2012 0.0 -1.4 1.0
C -2.3912 -0.2379 -0.4248 0.9 0.4 -0.2
C -2.3069 -0.2450 1.0686 0.0 0.4 -1.1
C -1.3315 -1.3195 1.4443 0.1 0.9 1.0
C 0.1319 -0.9493 1.0546 -1.0 -0.3 0.2
C 0.6816 0.1808 1.9479 -1.3 0.6 -0.7
C 0.9731 -2.1737 1.2375 0.4 -1.3 -0.3
N 0.0906 -0.7029 -0.3787 -4.0 -0.1 0.5
O 1.3132 -0.5051 -0.8751 2.5 0.8 -1.3
H -0.9055 -1.4180 -2.6580 -1.0 -0.4 0.5
H -2.0742 -0.0003 -2.8833 -0.1 -0.4 -0.1
H -0.3480 0.0278 -3.1153 0.1 0.7 0.0
H 0.2520 1.9083 -1.6315 -0.2 -0.5 -0.9
H -1.5892 2.0311 -1.7626 0.4 0.5 -0.2
H -0.5932 2.2561 -0.2848 -0.8 -0.3 0.6
H -3.1423 0.4685 -0.7784 0.2 0.3 -0.2
H -2.7736 -1.2188 -0.7068 0.3 -0.2 -0.5
H -1.8987 0.7303 1.3339 -0.6 0.1 0.7
H -3.3184 -0.4656 1.4095 0.1 0.3 0.7
H -1.6941 -2.2373 0.9815 0.5 -0.3 0.1
H -1.4546 -1.3644 2.5264 0.6 -0.7 0.2
H 0.5466 -0.1305 2.9837 0.5 0.2 0.1
H 0.0336 1.0363 1.7574 -0.2 0.2 0.4
H 1.6556 0.6065 1.7066 0.3 -0.8 0.1
H 2.0210 -1.9451 1.0436 0.1 -0.1 0.5
H 0.7005 -2.9439 0.5159 -0.2 0.1 -0.4
H 0.7906 -2.7056 2.1713 0.4 0.6 0.5
H 1.5718 -1.3822 -1.1675 0.4 0.0 -0.4
C -5.7499 3.6869 -2.5355 0.9 0.8 -1.1
C -7.1050 3.6197 -1.8996 -1.1 0.7 -1.0
C -7.2642 4.7059 -0.8292 -0.6 -0.4 0.8
C -8.1393 3.9638 -3.0751 -1.2 -1.1 1.5
C -9.5471 3.3005 -2.9043 0.7 1.0 0.2
C -9.4089 1.8211 -2.6002 0.1 0.6 -1.7
C -8.4689 1.5253 -1.4154 -1.6 -1.4 1.7
C -9.2807 1.8437 -0.1173 0.9 -0.5 0.4
C -8.0030 0.0545 -1.4293 0.1 -0.7 0.4
N -7.2080 2.2066 -1.4552 0.4 1.7 -1.2
O -6.4796 2.0247 -0.2413 -0.7 0.2 0.2
H -5.7082 3.0076 -3.3869 0.0 -0.2 0.1
H -5.6130 4.6762 -2.9723 0.1 0.2 0.0
H -4.8689 3.5146 -1.9173 -0.2 -0.1 0.4
H -8.2805 4.8200 -0.4522 -0.3 -0.7 0.0
H -6.6577 4.4171 0.0292 0.2 0.5 0.0
H -7.1228 5.7345 -1.1608 0.9 -0.2 -0.4
H -8.3263 5.0362 -3.1304 0.6 0.1 0.0
H -7.7858 3.5840 -4.0337 0.3 0.1 0.0
H -10.2801 3.6962 -2.2013 0.9 0.6 1.2
H -10.1498 3.6545 -3.7407 0.3 -1.1 -1.0
H -9.0589 1.2874 -3.4838 0.3 0.0 -0.2
H -10.4623 1.5517 -2.5236 0.3 -1.0 0.9
H -9.1880 2.8994 0.1375 -0.6 0.1 -0.2
H -8.8262 1.3397 0.7356 0.2 -0.1 0.0
H -10.2978 1.4525 -0.1373 -0.1 0.4 -0.3
H -7.5415 -0.2623 -0.4940 -0.2 0.5 0.4
H -7.1569 -0.0314 -2.1110 -0.4 -0.1 -0.6
H -8.7481 -0.7234 -1.5962 -0.3 0.3 -0.4
H -5.5810 1.8119 -0.5037 0.0 -0.2 -0.3
C 4.0444 -2.9910 6.8455 0.3 1.1 0.0
C 3.7862 -4.0095 5.7252 -0.4 -1.6 1.0
C 4.4824 -3.6274 4.3498 -1.0 -0.2 0.8
C 4.4439 -5.3370 6.2057 -0.2 0.8 0.8
C 4.0547 -6.5800 5.4128 -0.4 1.9 1.4
C 2.5140 -6.6893 5.6483 1.5 -0.7 -1.2
C 1.6911 -5.4685 5.2202 -1.0 0.0 -1.9
C 1.5180 -5.3605 3.6648 1.2 0.8 -0.3
C 0.2791 -5.6457 5.7987 0.3 0.1 1.6
N 2.2751 -4.2502 5.8466 2.7 -2.4 -0.3
O 1.5453 -3.1088 5.6190 -0.9 0.6 -0.4
H 3.7299 -3.1880 7.8704 -0.5 -1.1 -0.2
H 3.5178 -2.0549 6.6596 0.4 0.2 -0.4
H 5.1060 -2.8135 7.0175 0.2 0.3 -0.6
H 5.0470 -4.4055 3.8363 -0.1 -0.6 0.5
H 5.2482 -2.8890 4.5870 -0.5 0.6 -0.5
H 3.6974 -3.4036 3.6274 0.3 1.1 0.0
H 5.4968 -5.1049 6.3661 0.3 -0.3 -0.6
H 4.0930 -5.4743 7.2285 -0.2 -0.2 0.2
H 4.5620 -7.4347 5.8602 0.0 -0.2 -0.4
H 4.3340 -6.4081 4.3733 -0.2 -0.5 -0.2
H 2.2903 -6.9389 6.6855 0.2 0.1 0.1
H 2.3601 -7.5812 5.0410 -1.3 0.0 0.0
H 0.6532 -4.7775 3.3480 -0.3 -0.3 0.3
H 2.3325 -4.7824 3.2286 0.3 0.1 0.1
H 1.5917 -6.2743 3.0751 -0.5 -0.4 0.5
H -0.3096 -6.5332 5.5667 0.5 -0.2 -0.6
H 0.5393 -5.7420 6.8528 -0.7 0.0 0.5
H -0.4081 -4.8048 5.7053 0.3 0.2 -0.3
H 1.0065 -3.1656 6.4115 -0.4 0.9 0.0
C 3.9381 -3.4577 -0.4981 -1.2 1.0 -0.2
C 5.2933 -2.9559 -0.9835 0.6 0.2 0.0
C 5.5678 -1.6100 -0.2775 -0.4 0.2 -0.5
C 6.3623 -4.0043 -0.5844 -1.7 -0.8 2.2
C 7.7237 -3.7899 -1.0196 0.8 0.3 -1.6
C 7.7153 -3.7149 -2.5265 0.5 0.2 -0.4
C 6.6863 -2.6926 -3.1615 0.8 0.0 0.8
C 7.2744 -1.2425 -3.0133 -0.5 -0.3 0.1
C 6.5303 -3.2020 -4.5993 -1.4 0.1 -0.4
N 5.3429 -2.7934 -2.4692 0.7 -2.4 -0.1
O 4.3577 -1.9446 -3.0187 0.7 0.9 0.6
H 3.5711 -4.4596 -0.7209 0.6 -0.1 -0.4
H 3.7536 -3.2800 0.5613 0.7 -0.3 0.3
H 3.2073 -2.7459 -0.8821 -0.3 -0.1 -0.5
H 5.2630 -0.7585 -0.8859 0.0 -0.1 -0.4
H 4.9206 -1.4974 0.5922 0.7 -0.2 0.5
H 6.6431 -1.5046 -0.1337 -0.2 0.2 0.7
H 6.5324 -4.0419 0.4916 -1.1 0.6 0.7
H 5.9918 -5.0207 -0.7182 -0.1 -0.1 -0.9
H 8.0543 -2.8571 -0.5629 0.4 0.1 -0.2
H 8.3938 -4.5729 -0.6645 0.0 0.0 0.0
H 7.5769 -4.6767 -3.0204 -0.7 -0.4 0.5
H 8.7568 -3.5657 -2.8113 0.0 1.0 -0.6
H 8.1496 -1.0601 -3.6370 -0.1 -0.1 -0.1
H 7.5424 -1.0324 -1.9779 0.3 -0.4 0.0
H 6.5335 -0.4600 -3.1773 -0.2 -0.2 -0.6
H 7.4028 -3.5429 -5.1567 0.5 1.0 0.2
H 5.8771 -2.5263 -5.1515 0.5 0.3 -0.4
H 5.9461 -4.1207 -4.6524 -0.2 -0.2 0.8
H 3.6474 -2.4918 -3.3619 0.2 -0.5 0.0
C -0.8192 -0.2730 6.0991 -0.6 1.2 -0.3
C -2.2987 0.3433 6.0149 1.8 -1.6 -1.1
C -2.1106 1.7087 5.2890 -0.9 0.4 0.7
C -3.0715 -0.6533 5.0866 -1.0 0.6 0.0
C -4.5787 -0.4620 5.2710 -0.3 -0.2 -0.8
C -5.0406 -0.7174 6.6589 1.4 -1.2 0.3
C -4.3623 0.1735 7.6417 -2.8 3.3 -0.2
C -4.9822 1.6418 7.5378 -0.3 -1.1 0.9
C -4.6622 -0.4049 9.0773 1.9 1.1 -0.4
N -2.9683 0.3842 7.3308 1.2 -1.9 0.1
O -2.3379 1.1749 8.3336 -0.2 -0.1 -0.8
H -0.2912 0.0379 5.1977 -0.2 -0.1 -0.3
H -0.2417 0.2400 6.8682 -0.1 -0.5 0.5
H -0.7580 -1.3608 6.0668 -0.2 0.0 0.7
H -2.0623 2.4526 6.0843 -0.1 0.3 -0.2
H -1.2416 1.8686 4.6508 0.3 -0.7 0.3
H -2.9428 1.9107 4.6147 -0.4 0.2 0.3
H -2.9221 -0.4331 4.0296 0.6 0.4 0.0
H -2.7658 -1.6974 5.1536 0.0 0.0 0.7
H -4.7930 0.5627 4.9674 -0.3 0.1 -0.1
H -5.1690 -1.1391 4.6537 0.2 0.1 -0.6
H -4.6041 -1.6732 6.9489 -0.3 -0.8 -0.2
H -6.1197 -0.8193 6.7734 0.1 0.5 0.2
H -6.0588 1.5777 7.6960 -0.1 0.2 0.2
H -4.8232 2.1819 6.6045 0.3 -0.4 -0.1
H -4.4898 2.1743 8.3515 -0.3 0.4 -0.1
H -3.8393 -1.1121 9.1808 -0.1 -0.3 0.6
H -5.6054 -0.8679 9.3671 -0.1 0.0 -1.0
H -4.5351 0.4194 9.7790 0.3 -0.1 0.3
H -2.1205 0.5048 8.9857 0.3 0.1 0.2
C 5.3590 5.6847 -4.3989 -0.1 -0.7 -0.9
O 4.9744 4.7427 -3.3906 0.1 1.5 -0.3
C 4.7388 3.4420 -3.8672 0.8 0.0 -1.0
C 4.2934 2.5880 -2.7076 -0.4 -1.7 -0.4
C 5.3889 2.4288 -1.6903 0.1 2.0 -0.4
N 3.9648 1.2348 -3.1358 -1.0 -0.4 -1.4
H 6.3637 5.5551 -4.8013 0.6 -0.3 0.6
H 5.2712 6.7394 -4.1382 -0.3 -0.3 0.7
H 4.7962 5.5296 -5.3194 -0.7 0.0 0.0
H 4.1353 3.4070 -4.7742 -1.2 0.3 0.4
H 5.6465 3.0663 -4.3395 0.9 -0.5 0.5
H 3.3478 2.9790 -2.3319 0.2 0.4 0.3
H 4.9384 2.0661 -0.7664 0.7 -0.2 0.1
H 5.8323 3.4229 -1.6342 0.2 0.1 1.0
H 6.1588 1.8404 -2.1893 0.0 -0.5 0.6
H 4.7442 0.6925 -3.4802 0.1 0.1 0.1
H 3.5041 0.6742 -2.4332 0.0 0.2 0.1
```
Positions in Å, forces in eV/Å.

Atom charges from the Mulliken analysis, given in e for atoms 1 to 5: -1.787 1.772 -1.862 -1.603 -0.340

---

Entry 4:
Below is a structure of composition C6H10O, with properties calculated with the ωB97M-V functional and the def2-TZVPD basis.

Computed properties:
- LUMO energy (spin up / spin down) (hartree) = 0.0036 / 0.0018
- total charge = 0
- ΔE to the lowest compared entry with this formula, charge and spin (kcal/mol) = 152.3
- HOMO level (spin up / spin down) (eV) = -7.55 / -7.47
- gap between HOMO and LUMO (spin up / spin down) (eV) = 7.651 / 7.517

```
17
Properties=species:S:1:pos:R:3:forces:R:3
C 1.8354 -0.5287 -0.1291 0.0 0.0 -0.1
C 0.9159 0.4765 0.2091 0.2 -0.1 0.2
C -0.1682 1.2515 -0.7857 -0.1 0.2 -0.3
C -1.4199 0.9605 0.0194 0.0 0.4 0.1
O -2.2066 -0.0745 -0.5486 -0.1 0.0 -0.1
C -1.2340 -1.0512 -0.1185 0.2 -0.3 0.0
C -0.4431 -0.0091 0.6797 0.0 -0.1 0.0
H 1.5445 -1.3606 -0.7665 0.0 0.1 0.1
H 1.1676 -1.3593 1.4380 -0.1 0.0 0.0
H 2.9002 -0.3802 0.0151 -0.2 0.0 0.0
H 1.3313 1.2477 0.8610 -0.1 -0.1 -0.1
H 0.1485 2.2929 -0.7903 -0.1 -0.2 0.0
H -0.1793 0.8097 -1.7804 0.0 0.1 0.2
H -1.9807 1.7760 0.4757 0.1 -0.1 -0.1
H -0.7150 -1.5295 -0.9607 -0.1 0.1 0.1
H -1.7058 -1.8187 0.5027 0.1 0.1 -0.1
H 0.4462 -1.1580 1.7897 0.0 0.0 0.0
```
Positions in Å, forces in eV/Å.

Atom charges from the natural (NBO) analysis, given in e for atoms 1 to 5: -0.466 -0.332 -0.344 0.029 -0.515